Arrangement A

The following is a quantum chemistry calculation of an isolated ion of composition C4H10N2O and charge -1, from the OMol25 dataset.

Last column: Löwdin charge in e.
Positions of all 17 atoms, in Å:
N1 -1.841 -0.111 -0.975  0.029
C1 -0.834 -0.015 0.112  -0.394
C2 -1.226 0.886 1.266  -0.131
C3 0.433 0.669 -0.409  -0.555
N2 1.546 -0.097 -0.640  0.015
C4 1.907 -1.423 -0.135  -0.457
O1 0.385 1.823 -0.811  -0.014
H1 -2.579 0.554 -0.742  0.054
H2 -1.457 0.234 -1.848  0.057
H3 -0.599 -1.067 0.272  0.092
H4 -1.450 1.891 0.932  0.070
H5 -0.536 0.781 2.122  0.056
H6 -2.111 0.596 1.874  0.065
H7 2.288 0.489 -0.990  0.094
H8 2.803 -1.341 0.467  -0.017
H9 1.135 -1.804 0.507  0.017
H10 2.136 -2.065 -1.002  0.018

* LUMO energy (alpha / beta): 0.144 / 0.141 Eh
* multiplicity: 2
* <S²>: 0.750
* net charge: -1

=====

Arrangement B

The following is a quantum chemistry calculation of an isolated ion of composition C4H10N2O and charge -1, from the OMol25 dataset.

Last column: Löwdin charge in e.
Positions of all 17 atoms, in Å:
N1 -1.406 -1.039 -0.919  0.009
C1 -0.601 0.010 -0.173  -0.339
C2 0.153 1.129 -0.987  -0.250
C3 0.462 2.424 -0.303  -0.530
O1 -0.160 2.483 0.747  -0.189
C4 0.550 -0.648 0.727  -0.278
N2 0.278 -1.992 1.192  -0.044
H1 -0.958 -1.291 -1.799  0.046
H2 -1.520 -1.830 -0.362  -0.005
H3 -1.347 0.432 0.538  0.117
H4 1.112 0.776 -1.283  0.046
H5 -0.518 1.413 -1.912  0.103
H6 1.224 3.089 -0.737  0.017
H7 0.741 0.052 1.606  0.110
H8 1.524 -0.443 0.250  0.081
H9 -0.552 -2.054 1.796  0.069
H10 1.018 -2.511 1.621  0.036

* LUMO energy (alpha / beta): 0.145 / 0.143 Eh
* multiplicity: 2
* <S²>: 0.753
* net charge: -1

=====

In order of decreasing stability: arrangement A, arrangement B.

=====

Arrangement A

The following is a quantum chemistry calculation of a single C13H16N2O5 molecule, from the OMol25 dataset.

Last column: Löwdin charge in e.
Positions of all 36 atoms, in Å:
N1 0.342 2.088 0.846  0.005
C1 0.758 2.375 -0.443  -0.397
C2 2.272 2.820 -0.605  -0.001
C3 3.107 1.555 -0.422  -0.426
O1 4.218 1.494 -0.828  0.150
O2 2.480 0.491 0.312  0.028
C4 0.326 1.177 -1.320  -0.426
O3 1.042 0.789 -2.160  0.171
N2 -1.063 0.976 -1.046  0.106
C5 -1.485 -0.222 -1.591  -0.307
C6 -0.684 -1.496 -1.343  -0.041
C7 -0.163 -1.905 0.181  -0.112
C8 -1.263 -2.387 0.922  -0.015
C9 -1.020 -2.289 2.380  -0.132
C10 0.069 -1.956 2.960  -0.154
C11 1.128 -1.613 2.131  -0.069
C12 1.054 -1.390 0.762  -0.025
C13 -2.905 -0.443 -1.093  -0.385
O4 -3.646 0.312 -0.495  0.127
O5 -3.362 -1.659 -1.765  -0.018
H1 -0.762 1.723 1.003  0.185
H2 0.294 3.028 1.263  0.100
H3 0.168 3.248 -0.700  0.135
H4 2.409 3.622 0.245  0.164
H5 2.195 3.226 -1.697  0.165
H6 1.669 0.668 0.623  -0.032
H7 -1.603 1.710 -0.462  0.185
H8 -1.678 -0.417 -2.651  0.170
H9 0.134 -1.371 -2.008  0.090
H10 -1.566 -2.407 -1.562  0.150
H11 -2.336 -2.219 0.500  0.133
H12 -1.851 -2.799 3.024  0.134
H13 0.304 -2.157 4.050  0.137
H14 2.180 -1.455 2.581  0.143
H15 1.817 -0.867 0.393  0.008
H16 -2.579 -2.252 -1.986  0.054

* LUMO energy: 0.000 Eh
* SMILES: N[C@@H](CC(=O)O)C(=O)N[C@@H](Cc1ccccc1)C(=O)O
* net charge: 0

=====

Arrangement B

The following is a quantum chemistry calculation of C13H16N2O5 as an isolated structure, from the OMol25 dataset.

Last column: Löwdin charge in e.
Positions of all 36 atoms, in Å:
C1 -0.327 -1.692 -0.337  -0.327
C2 -0.519 -0.379 0.444  -0.356
C3 -1.556 -1.930 -1.353  -0.071
C4 -1.556 -1.216 -2.780  -0.220
C5 -0.924 -1.983 -3.745  -0.046
C6 -2.143 0.029 -3.096  -0.047
C7 -1.081 -1.598 -5.162  -0.074
C8 -2.161 0.432 -4.407  -0.099
C9 -1.707 -0.401 -5.436  -0.120
C10 0.178 1.264 2.199  -0.220
C11 1.025 2.223 1.378  -0.459
C12 0.696 1.406 3.604  -0.078
C13 2.050 0.700 3.956  -0.544
H1 -0.750 -3.192 1.054  0.091
H2 0.994 -3.469 0.225  0.210
H3 0.605 -1.506 -0.947  0.168
H4 -1.327 -2.990 -1.562  0.092
H5 -2.534 -1.749 -0.843  0.125
H6 -0.280 -2.833 -3.448  0.110
H7 -2.673 0.577 -2.254  0.131
H8 -0.523 -2.103 -5.993  0.108
H9 -2.706 1.272 -4.687  0.080
H10 -1.728 -0.047 -6.518  0.123
H11 0.528 -1.057 2.077  0.159
H12 -0.970 1.511 2.207  0.188
H13 0.898 2.574 3.805  0.165
H14 -0.124 1.077 4.738  0.239
H15 3.238 -0.820 3.696  0.253
H16 -0.053 1.906 -0.105  0.106
N1 0.067 -2.737 0.586  -0.029
N2 0.042 -0.166 1.692  0.109
O1 -1.099 0.609 -0.124  -0.028
O2 1.948 2.736 2.012  0.074
O3 2.703 0.787 5.025  0.020
O4 2.445 -0.247 3.147  0.044
O5 0.855 2.370 0.067  0.122

* LUMO energy: 0.003 Eh
* net charge: 0

=====

In order of decreasing stability: arrangement B, arrangement A.

=====

Arrangement A

The following is a quantum chemistry calculation of a single C14H12N4O2S molecule, from the OMol25 dataset.

Last column: Löwdin charge in e.
Positions of all 33 atoms, in Å:
C1 -3.896 -3.147 -0.132  0.001
C2 -3.156 -1.949 -0.600  -0.309
C3 -2.294 -1.773 -1.655  -0.009
C4 -1.879 -0.432 -1.605  -0.019
C5 -2.517 0.130 -0.518  -0.239
C6 -2.511 1.465 0.062  -0.439
O1 -3.313 1.844 0.881  0.111
C7 -1.502 2.466 -0.499  -0.339
S1 0.188 1.868 -0.789  1.006
C8 0.370 0.834 0.575  -0.575
N1 -0.561 0.656 1.490  0.044
N2 -0.089 -0.246 2.332  -0.005
N3 1.062 -0.638 1.999  0.050
N4 1.422 0.017 0.876  -0.034
C9 2.657 -0.218 0.259  -0.193
C10 3.146 0.616 -0.738  -0.038
C11 4.374 0.338 -1.311  -0.074
C12 5.113 -0.756 -0.894  -0.086
C13 4.623 -1.580 0.107  -0.073
C14 3.397 -1.317 0.687  -0.016
O2 -3.296 -0.806 0.074  0.120
H1 -3.706 -3.985 -0.796  0.084
H2 -3.583 -3.408 0.878  0.090
H3 -4.965 -2.941 -0.105  0.089
H4 -1.997 -2.512 -2.371  0.109
H5 -1.212 0.052 -2.288  0.090
H6 -1.843 2.817 -1.475  0.094
H7 -1.449 3.311 0.190  0.092
H8 2.582 1.477 -1.060  0.045
H9 4.754 0.986 -2.086  0.107
H10 6.070 -0.965 -1.346  0.103
H11 5.197 -2.431 0.439  0.106
H12 2.999 -1.943 1.470  0.104

* LUMO energy: 0.013 Eh
* SMILES: Cc1ccc(C(=O)CSc2nnnn2-c2ccccc2)o1
* net charge: 0

=====

Arrangement B

The following is a quantum chemistry calculation of a single C14H12N4O2S molecule, from the OMol25 dataset.

Last column: Löwdin charge in e.
Positions of all 33 atoms, in Å:
S1 -1.230 3.426 2.239  0.625
C1 -1.656 2.169 1.274  -0.800
N1 -2.847 1.513 1.324  0.016
N2 -2.937 0.531 0.405  0.121
C2 -1.822 0.557 -0.247  -0.251
C3 -1.422 -0.351 -1.362  -0.121
O1 -0.429 -1.273 -0.982  -0.038
C4 -0.756 -2.312 -0.148  -0.259
C5 0.299 -3.165 0.174  -0.012
C6 0.087 -4.255 0.993  -0.087
C7 -1.177 -4.510 1.500  -0.103
C8 -2.221 -3.662 1.182  -0.083
C9 -2.023 -2.563 0.362  -0.026
N3 -0.982 1.541 0.236  -0.028
N4 0.206 1.749 -0.351  0.132
C10 1.080 2.553 0.130  -0.051
C11 2.318 2.722 -0.559  -0.252
C12 2.821 2.136 -1.703  0.000
C13 4.097 2.692 -1.899  -0.053
C14 4.285 3.572 -0.870  -0.109
O2 3.225 3.595 -0.061  0.057
H1 -3.596 1.700 1.970  0.150
H2 -0.952 0.249 -2.147  0.132
H3 -2.315 -0.853 -1.752  0.136
H4 1.275 -2.948 -0.232  0.116
H5 0.911 -4.908 1.236  0.103
H6 -1.344 -5.363 2.141  0.098
H7 -3.210 -3.850 1.575  0.104
H8 -2.853 -1.911 0.143  0.088
H9 0.952 3.132 1.040  0.057
H10 2.322 1.402 -2.300  0.112
H11 4.785 2.474 -2.690  0.103
H12 5.108 4.213 -0.622  0.124

* LUMO energy: -0.003 Eh
* SMILES: S=c1[nH]nc(COc2ccccc2)n1/N=C/c1ccco1
* net charge: 0

=====

In order of decreasing stability: arrangement A, arrangement B.

=====

Arrangement A

The following is a quantum chemistry calculation of a single CHBr3 molecule, from the OMol25 dataset.

Last column: Löwdin charge in e.
Positions of all 5 atoms, in Å:
Br1 -20.938 -13.906 -4.062  0.494
C1 -19.792 -14.446 -5.672  -1.443
Br2 -20.664 -14.763 -7.445  0.514
Br3 -18.366 -15.838 -5.327  0.492
H1 -19.189 -13.569 -5.906  -0.056

* LUMO energy: -0.037 Eh
* SMILES: BrC(Br)Br
* net charge: 0

=====

Arrangement B

The following is a quantum chemistry calculation of CHBr3 as an isolated structure, from the OMol25 dataset.

Last column: Löwdin charge in e.
Positions of all 5 atoms, in Å:
C1 -0.071 0.116 0.018  -1.501
Br1 -0.541 -1.811 0.141  0.490
Br2 0.686 0.171 -1.775  0.533
Br3 0.934 0.852 1.611  0.512
H1 -1.008 0.672 0.005  -0.033

* LUMO energy: -0.021 Eh
* net charge: 0

=====

In order of decreasing stability: arrangement B, arrangement A.

=====

Arrangement A

The following is a quantum chemistry calculation of a 3-piece molecular cluster, C2H6N2S3 overall, from the OMol25 dataset.

Last column: Löwdin charge in e.
Positions of all 13 atoms, in Å:
C1 3.549 1.806 0.366  -0.091
N1 3.478 0.458 -0.214  -0.022
C2 2.543 -0.241 -0.516  -0.809
S1 1.441 -1.347 -0.660  0.660
H1 4.631 2.214 0.238  0.104
H2 2.792 2.475 -0.208  0.112
H3 3.337 1.765 1.383  0.042
N2 -2.376 0.063 0.447  -0.555
S2 -1.247 0.333 1.393  0.594
H4 -2.391 -0.619 -0.301  -0.029
S3 -5.794 -2.180 -0.613  0.483
H5 -4.732 -1.371 -0.429  -0.258
H6 -5.232 -3.358 -0.886  -0.229

* LUMO energy (alpha / beta): -0.037 / -0.037 Eh
* SMILES: CN=C=S.N=S.S
* net charge: 0

=====

Arrangement B

The following is a quantum chemistry calculation of a single C2H6N2S3 molecule, from the OMol25 dataset.

Last column: Löwdin charge in e.
Positions of all 13 atoms, in Å:
C1 1.103 1.424 0.831  -0.156
N1 0.052 0.876 -0.024  -0.574
S1 -0.679 1.947 -1.137  0.776
C2 -0.474 -0.375 0.181  -1.011
S2 -2.019 -0.824 -0.183  0.620
N2 0.380 -1.277 0.833  -0.422
S3 1.979 -1.566 0.272  0.778
H1 1.180 0.822 1.746  0.077
H2 2.051 1.448 0.303  0.067
H3 0.830 2.454 1.096  0.076
H4 -1.871 2.129 -0.510  -0.125
H5 -0.114 -2.122 1.065  0.047
H6 2.630 -1.123 1.337  -0.153

* LUMO energy: 0.015 Eh
* SMILES: CN(S)C(=S)NS
* net charge: 0

=====

Arrangement C

The following is a quantum chemistry calculation of a single C2H6N2S3 molecule, from the OMol25 dataset.

Last column: Löwdin charge in e.
Positions of all 13 atoms, in Å:
C1 1.246 0.341 0.470  -0.370
S1 0.070 0.957 -0.762  0.860
N1 -0.203 -0.605 -1.348  -0.918
S2 0.812 -1.426 -2.347  0.748
C2 -1.370 -1.242 -0.980  -1.063
N2 -2.244 -0.504 -0.240  0.050
S3 -1.736 -2.757 -1.482  0.604
H1 1.772 1.266 0.909  0.069
H2 1.980 -0.147 -0.213  0.009
H3 0.800 -0.329 1.179  0.034
H4 1.558 -2.086 -1.457  -0.116
H5 -1.898 0.238 0.253  -0.007
H6 -2.907 -1.191 0.164  0.100

* LUMO energy: 0.015 Eh
* SMILES: CSN(S)C(N)=S
* net charge: 0

=====

In order of decreasing stability: arrangement B, arrangement C, arrangement A.

=====

Arrangement A

The following is a quantum chemistry calculation of a 2-piece molecular cluster, C2H6NP overall, from the OMol25 dataset.

Last column: Löwdin charge in e.
Positions of all 10 atoms, in Å:
C1 1.067 0.990 1.125  -0.107
N1 0.720 0.682 -0.072  0.062
C2 0.183 1.939 0.495  -0.206
H1 1.533 0.595 1.937  0.073
H2 -0.937 1.926 0.719  0.098
H3 0.605 2.915 0.063  0.099
P1 -1.050 -2.188 -1.560  0.594
H4 -1.750 -2.652 -0.479  -0.231
H5 0.012 -3.144 -1.288  -0.170
H6 -0.382 -1.063 -0.939  -0.213

* LUMO energy: 0.037 Eh
* SMILES: C1=NC1.P
* net charge: 0

=====

Arrangement B

The following is a quantum chemistry calculation of a 2-piece molecular cluster, C2H6NP overall, from the OMol25 dataset.

Last column: Löwdin charge in e.
Positions of all 10 atoms, in Å:
C1 -1.146 -0.854 -0.081  -0.151
C2 -0.149 0.273 -0.243  -0.425
N1 0.828 0.450 0.757  -0.428
P1 2.277 0.991 0.512  0.800
H1 -1.125 -1.185 0.965  0.073
H2 -2.153 -0.455 -0.227  0.061
H3 -1.193 -1.625 -0.874  0.067
H4 -0.387 1.331 -0.480  0.061
H5 0.370 0.090 -2.192  0.101
H6 2.678 0.984 1.862  -0.159

* LUMO energy (alpha / beta): -0.034 / -0.034 Eh
* net charge: 0

=====

In order of decreasing stability: arrangement A, arrangement B.